No. 1
13
Properties=species:S:1:pos:R:3:forces:R:3 method="wB97M-V/def2-TZVPD" max_force_ha_per_bohr=0.0936 multiplicity=1 homo_energy_ev=-8.72 gap_ev=7.6 smiles="COC(=S)C(C)=S"
O 0.57461 1.51650 0.69583 0.92 0.56 -1.01
H 0.88843 -1.34449 -1.63918 0.88 0.22 0.74
C 0.25023 -1.75641 -0.85601 1.24 -2.07 -0.02
H -0.56099 -2.04121 -1.51687 -0.75 -0.53 0.72
C -0.60981 1.90061 0.11446 -4.17 2.21 0.94
H -1.03523 1.50184 -0.87146 1.35 -0.20 1.35
H 0.74478 -2.73193 -0.31757 -1.11 2.38 -1.60
S -1.50091 -1.06269 1.15704 1.30 0.33 -0.99
C -0.15508 -0.82988 0.21963 -0.01 0.91 2.09
H -1.34066 1.63064 0.99734 0.44 1.05 -2.24
H -0.52998 3.02939 -0.03894 -0.22 -1.54 0.41
C 0.88566 0.27367 0.71583 1.55 -2.78 0.25
S 2.38896 -0.08603 1.33990 -1.42 -0.54 -0.64

No. 2
15
Properties=species:S:1:pos:R:3:forces:R:3 method="wB97M-V/def2-TZVPD" max_force_ha_per_bohr=0.0819 multiplicity=1 homo_energy_ev=-7.95 gap_ev=7.8
C 0.85338 0.22770 0.46679 3.44 0.34 -2.40
C -0.95045 -0.74213 -0.85419 1.81 0.89 -0.16
H 3.02309 1.46312 0.64988 -2.16 0.49 -1.00
H -2.58086 0.14433 1.66711 1.31 -1.04 0.26
H -1.93332 -0.76523 -1.14805 -2.18 -0.44 -0.43
H 0.00059 -1.45464 -2.63010 0.09 -0.37 -0.51
S 1.71302 1.87261 0.12209 1.02 -2.09 1.53
C -0.58747 0.14568 0.30839 -2.76 -0.19 0.12
H 1.17738 -1.93131 1.79122 0.60 2.15 -0.58
S -1.39572 -0.60767 1.84726 -1.12 1.55 -0.35
S 1.82158 -0.62847 1.62923 -0.63 -1.92 0.46
S -1.36684 1.85925 0.14472 -0.49 -0.88 2.87
C 0.09769 -0.99543 -1.66744 -1.64 0.39 1.23
H -1.11629 2.04528 -1.07294 0.61 0.18 -2.73
O 1.24423 -0.63308 -1.25397 2.08 0.94 1.70